The following is a DFT calculation (ωB97M-V/def2-TZVPD) of 2 unconnected molecules or ions with the total composition C6H10O.

Geometry as XYZ:
```
17
Properties=species:S:1:pos:R:3
C -0.958 -0.198 2.082
C 0.396 0.449 0.555
C 1.327 -0.677 0.028
C 1.036 -0.672 -1.456
C 0.100 0.214 -1.790
C -0.479 0.932 -0.595
O -1.854 0.639 -0.433
H -1.356 -1.164 1.769
H 0.094 0.068 2.058
H -1.758 0.536 2.190
H 1.038 1.270 0.934
H 1.115 -1.654 0.480
H 2.399 -0.490 0.216
H 1.547 -1.330 -2.157
H -0.301 0.380 -2.784
H -0.436 2.023 -0.685
H -1.912 -0.327 -0.412
```

**Relative energy (zero: lowest compared OMol25 entry of this formula, charge and spin)**: 4.029 eV
**Calculated total energy**: -309.69430 Ha
**LUMO energy**: 0.9 eV